1.
Formula: C6H12ClN4O
Source: the Open Molecules 2025 dataset
Level of theory: wB97M-V/def2-TZVPD

## Properties
E_LUMO (alpha / beta)	-4.11 / -4.11	eV
HOMO-LUMO gap (alpha / beta)	7.132 / 7.130	eV
ΔE to the lowest compared entry with this formula, charge and spin	33.2	kcal per mole
molecular weight	191.6	g/mol
total charge	+1

CARTESIAN COORDINATES (ANGSTROEM)
C -3.095 1.124 0.305
C -1.741 1.312 0.090
C -2.273 -0.838 -0.089
C 1.396 -0.331 1.438
C 0.853 1.236 -0.919
C 0.099 -0.052 -0.549
N -3.375 -0.244 0.239
N -1.250 0.051 -0.211
N -2.205 -2.132 -0.411
N 2.658 -0.802 0.816
O 2.172 0.985 -1.397
Cl 0.688 -1.454 -1.468
H -3.805 1.849 0.342
H -1.056 2.117 0.117
H 0.818 -1.083 2.003
H 1.655 0.679 1.881
H 1.052 1.852 -0.101
H 0.210 1.642 -1.752
H -1.309 -2.510 -0.526
H -3.004 -2.660 -0.113
H 2.824 -1.809 0.860
H 3.488 -0.367 1.165
H 2.621 -0.388 -0.187
H 2.578 1.824 -1.534

2.
Formula: C6H12ClNP
Source: the Open Molecules 2025 dataset
Level of theory: wB97M-V/def2-TZVPD

## Properties
E_LUMO	-4.26	eV
HOMO-LUMO gap	8.573	eV
ΔE to the lowest compared entry with this formula, charge and spin	12.1	kcal per mole
molecular weight	164.6	g/mol
total charge	+1

CARTESIAN COORDINATES (ANGSTROEM)
C -0.577 -0.021 -1.981
C -1.805 -1.023 -3.653
C 2.206 -1.952 2.980
C -1.389 0.420 -3.055
C 1.904 -0.489 2.414
C 0.694 -0.380 1.554
N -0.114 -0.500 -1.047
P 1.043 -1.605 -0.363
Cl -0.266 -3.084 -0.017
H -2.819 -1.056 -3.614
H -1.354 -1.766 -3.026
H -1.450 -1.036 -4.672
H 2.529 -2.793 2.247
H 2.889 -1.860 3.795
H 1.150 -2.182 3.266
H -2.343 0.937 -2.794
H -0.789 1.032 -3.889
H 1.506 0.015 3.340
H 2.798 0.000 1.935
H -0.198 -0.796 1.915
H 0.578 0.643 1.052

3.
Formula: C6H12F2HgNO14S2
Source: the Open Molecules 2025 dataset
Level of theory: wB97M-V/def2-TZVPD

## Properties
E_LUMO	3.73	eV
HOMO-LUMO gap	1.745	eV
molecular weight	624.9	g/mol
total charge	-3

CARTESIAN COORDINATES (ANGSTROEM)
Hg 0.881 -0.525 -0.700
N -3.226 -1.003 -2.808
S -3.730 -0.350 -4.079
O -4.678 0.742 -3.971
O -3.799 -1.157 -5.278
F -2.375 0.379 -4.382
S -4.643 -1.906 -2.563
O -4.607 -3.221 -3.207
O -5.923 -1.262 -2.294
F -4.158 -2.255 -1.018
C 1.778 -5.868 1.730
O 1.439 -5.972 2.867
O 1.520 -4.876 1.103
O 2.028 -6.836 1.080
C 3.963 -2.037 -5.744
O 4.499 -1.122 -6.413
O 3.343 -1.935 -4.623
O 4.163 -3.209 -6.074
C -3.613 1.358 5.112
C -2.302 1.782 4.422
O -1.598 0.691 3.808
O -3.350 0.911 6.415
H -4.124 0.608 4.510
H -4.184 2.285 5.163
H -1.629 2.217 5.161
H -2.525 2.477 3.613
H -1.610 -0.074 4.388
H -2.838 0.101 6.468
C 4.845 2.566 -0.202
C 3.825 3.653 -0.588
O 2.552 3.216 -0.978
O 4.305 1.587 0.692
H 5.731 2.900 0.337
H 5.253 2.050 -1.071
H 4.169 4.320 -1.377
H 3.716 4.198 0.350
H 2.069 3.961 -1.344
H 4.832 1.606 1.494

4.
Formula: C6H12F3NO2
Source: the Open Molecules 2025 dataset
Level of theory: wB97M-V/def2-TZVPD

## Properties
structure (SMILES)	NCCOCC[C@@H](O)C(F)(F)F
E_LUMO	0.92	eV
HOMO-LUMO gap	10.342	eV
molecular weight	187.2	g/mol
total charge	0

CARTESIAN COORDINATES (ANGSTROEM)
N -0.671 -2.460 2.001
C -0.261 -1.239 2.726
C -0.102 -0.023 1.780
O -0.218 -0.390 0.426
C -1.221 0.263 -0.312
C -0.738 0.487 -1.750
C 0.756 0.392 -1.940
O 1.052 0.395 -3.332
C 1.518 1.548 -1.308
F 0.938 2.031 -0.226
F 2.728 1.143 -0.954
F 1.672 2.550 -2.139
H 0.162 -2.945 1.694
H -1.156 -3.057 2.655
H 0.658 -1.410 3.276
H -1.043 -1.045 3.442
H 0.884 0.401 1.910
H -0.816 0.735 2.074
H -1.492 1.222 0.114
H -2.123 -0.333 -0.307
H -1.116 1.410 -2.163
H -1.160 -0.292 -2.363
H 1.144 -0.538 -1.580
H 0.604 1.155 -3.723

5.
Formula: C6H12FO5S2
Source: the Open Molecules 2025 dataset
Level of theory: wB97M-V/def2-TZVPD

## Properties
structure (SMILES)	CCS(=O)(=O)[C@@](F)(C(C)C)S(=O)(=O)[O-]
E_LUMO	3.39	eV
HOMO-LUMO gap	9.413	eV
molecular weight	247.3	g/mol
total charge	-1

CARTESIAN COORDINATES (ANGSTROEM)
C -1.556 2.933 -0.582
C 0.840 -2.097 -1.060
C -0.802 -2.488 0.755
C -0.520 2.374 0.300
C 0.570 -1.831 0.368
C 0.710 -0.392 0.747
O 3.198 -0.187 -0.348
O -1.511 0.133 -0.814
O -1.854 0.468 1.517
O 2.256 1.783 0.660
O 1.438 0.928 -1.523
F 0.869 -0.167 2.041
S -0.906 0.577 0.367
S 2.065 0.643 -0.234
H -1.898 2.167 -1.221
H -2.417 3.166 0.138
H -1.131 3.733 -1.241
H 0.140 -1.671 -1.771
H 1.966 -1.975 -1.279
H 0.624 -3.135 -1.330
H -1.687 -2.084 0.056
H -1.267 -2.129 1.676
H -0.516 -3.505 0.485
H -0.439 2.656 1.393
H 0.522 2.441 -0.049
H 1.305 -2.340 0.951

6.
Formula: C6H12IN2
Source: the Open Molecules 2025 dataset
Level of theory: wB97M-V/def2-TZVPD

## Properties
structure (SMILES)	CC(C)(I)C1=[NH+]CCN1
E_LUMO	-3.46	eV
HOMO-LUMO gap	9.953	eV
ΔE to the lowest compared entry with this formula, charge and spin	7.1	kcal per mole
molecular weight	239.1	g/mol
total charge	+1

CARTESIAN COORDINATES (ANGSTROEM)
C 0.082 -0.317 -0.013
C 1.603 -1.687 0.964
C 1.362 -2.071 -0.485
C -1.052 1.475 -1.471
C -1.019 2.055 1.006
C -1.142 0.931 -0.049
N 0.630 -0.622 1.123
N 0.582 -1.052 -0.981
I -2.880 -0.381 0.186
H 1.535 -2.454 1.653
H 2.659 -1.237 1.060
H 2.295 -2.194 -1.006
H 1.102 -3.071 -0.574
H -1.822 2.248 -1.424
H -0.133 1.938 -1.754
H -1.433 0.687 -1.954
H -1.982 2.490 0.990
H -0.679 1.690 1.944
H -0.139 2.730 0.759
H 0.237 -0.028 1.956
H 0.193 -1.131 -1.930

7.
Formula: C6H12N
Source: the Open Molecules 2025 dataset
Level of theory: wB97M-V/def2-TZVPD

## Properties
structure (SMILES)	C=CC(=C)CC[NH3+]
E_LUMO	-3.84	eV
HOMO-LUMO gap	8.441	eV
ΔE to the lowest compared entry with this formula, charge and spin	70.7	kcal per mole
molecular weight	98.2	g/mol
total charge	+1

CARTESIAN COORDINATES (ANGSTROEM)
C -0.269 -1.425 0.963
C -1.124 -0.988 -0.303
C -0.605 0.406 -0.755
C 0.217 0.390 -1.869
C 0.211 2.571 0.308
C -0.771 1.572 0.141
N 1.246 -1.335 0.739
H -0.548 -0.699 1.726
H -0.575 -2.456 1.289
H -1.152 -1.734 -1.133
H -2.209 -0.745 -0.062
H -0.051 -0.305 -2.662
H 1.188 0.910 -1.997
H 1.254 2.534 -0.015
H 0.122 3.537 0.987
H -1.860 1.595 0.503
H 1.639 -2.016 0.079
H 1.468 -0.396 0.328
H 1.819 -1.418 1.734

8.
Formula: C6H12N
Source: the Open Molecules 2025 dataset
Level of theory: wB97M-V/def2-TZVPD

## Properties
E_LUMO (alpha / beta)	-4.27 / -3.91	eV
HOMO-LUMO gap (alpha / beta)	8.187 / 9.082	eV
ΔE to the lowest compared entry with this formula, charge and spin	129.9	kcal per mole
molecular weight	98.2	g/mol
total charge	+1

CARTESIAN COORDINATES (ANGSTROEM)
C 2.214 -0.140 -0.270
C 1.733 -1.295 -0.520
C 1.482 1.041 0.389
C -0.660 -0.145 -0.011
C -1.751 -1.016 0.608
C -1.221 0.540 -1.215
N 0.211 0.570 0.978
H 3.325 0.033 -0.576
H 1.348 -2.203 -0.818
H 2.042 1.456 1.103
H 1.428 1.612 -0.504
H -2.482 -0.427 1.062
H -1.272 -1.546 1.378
H -2.074 -1.763 -0.052
H -1.971 1.409 -1.048
H -1.935 -0.094 -1.721
H -0.360 0.840 -1.803
H 0.330 -0.117 1.668
H -0.388 1.245 1.354

9.
Formula: C6H12N
Source: the Open Molecules 2025 dataset
Level of theory: wB97M-V/def2-TZVPD

## Properties
E_LUMO	-5.80	eV
HOMO-LUMO gap	8.083	eV
ΔE to the lowest compared entry with this formula, charge and spin	65.7	kcal per mole
molecular weight	98.2	g/mol
total charge	+1

CARTESIAN COORDINATES (ANGSTROEM)
C 0.159 -1.172 1.053
C 0.071 0.143 1.220
C 0.410 -2.087 -0.025
C -0.446 1.136 0.327
C -0.322 2.536 0.599
C -0.945 0.759 -0.978
N 0.752 -1.588 -1.332
H 0.177 -1.719 2.056
H 0.457 0.466 2.204
H 1.274 -2.671 0.222
H -0.446 -2.905 -0.219
H -0.563 3.181 -0.269
H 0.710 2.565 0.865
H -0.783 2.950 1.506
H -0.638 1.584 -1.582
H -1.977 0.689 -0.968
H -0.424 -0.197 -1.373
H 1.728 -1.275 -1.325
H 0.807 -2.396 -1.982

10.
Formula: C6H12N
Source: the Open Molecules 2025 dataset
Level of theory: wB97M-V/def2-TZVPD

## Properties
E_LUMO (alpha / beta)	-4.82 / -8.27	eV
multiplicity	3
HOMO-LUMO gap (alpha / beta)	5.561 / 7.267	eV
ΔE to the lowest compared entry with this formula, charge and spin	105.8	kcal per mole
molecular weight	98.2	g/mol
total charge	+1

CARTESIAN COORDINATES (ANGSTROEM)
C -0.021 -0.027 -0.786
C -0.327 -0.017 -2.290
C -1.514 1.563 1.113
C -0.091 -0.094 2.234
C 1.695 -1.711 -1.542
C -0.166 0.911 1.189
N 0.540 -0.918 -1.485
H -1.267 -0.448 -2.598
H 0.038 0.742 -2.991
H -1.512 2.285 0.237
H -1.628 2.028 2.051
H -2.355 0.886 1.189
H -0.815 0.181 3.062
H 0.881 0.023 2.757
H -0.080 -1.219 1.905
H 1.484 -2.573 -2.156
H 2.150 -1.989 -0.637
H 2.334 -1.078 -2.149
H 0.654 1.456 0.896